21 unconnected molecules or ions with the total composition C16H60O23S2 at a distorted geometry. Source: the OMol25 dataset; level of theory: wB97M-V/def2-TZVPD.

Cartesian coordinates (Å):
1 O -1.99422 -2.18112 -0.19850
2 O 0.03551 -2.76425 -1.26760
3 C 2.44405 2.93721 6.75254
4 C 2.03780 2.62243 5.64505
5 O 1.76657 0.99716 4.03870
6 S -3.49881 0.45901 -4.39765
7 C 1.90584 -0.55156 2.18257
8 C -0.18529 0.63967 2.53327
9 C 1.34805 -1.26537 1.11919
10 C -0.67804 0.02236 1.40597
11 C 1.18502 0.40285 2.92556
12 C 0.08456 -0.90849 0.68857
13 C 2.89868 3.48352 8.05251
14 C 1.43097 2.34527 4.33153
15 C 0.29348 1.34712 -3.46067
16 C -1.04761 1.50518 -4.15893
17 C 0.21079 0.58233 -2.07542
18 C -1.39723 -0.85864 -3.35070
19 C -1.73065 0.20049 -4.41989
20 C -1.02990 -0.27506 -1.96421
21 S -0.74400 -1.64217 -0.74932
22 H -3.47883 1.27806 -5.44598
23 H 2.93845 -0.78158 2.44836
24 H -0.84761 1.27386 3.16774
25 H 1.93446 -2.02671 0.60803
26 H -1.73410 0.30032 1.13300
27 H 2.90325 4.61336 8.04093
28 H 2.14700 3.22387 8.76001
29 H 3.87578 3.10795 8.32456
30 H 0.36733 2.54153 4.36354
31 H 1.79309 3.01796 3.51081
32 H 0.78077 2.32025 -3.30620
33 H 0.96901 0.72472 -4.10571
34 H -1.61874 2.12581 -3.50252
35 H -1.00967 2.06891 -5.09104
36 H 1.09186 0.00618 -1.99135
37 H 0.18113 1.20923 -1.26112
38 H -2.34642 -1.46019 -3.21459
39 H -0.64893 -1.52778 -3.78317
40 H -1.35790 -0.28935 -5.32557
41 H -1.83855 0.31370 -1.55086
42 O -1.40014 -4.99795 -2.81995
43 H -1.30961 -4.69692 -3.78169
44 H -1.48742 -6.00596 -2.81212
45 O -1.06080 0.10303 5.84929
46 H -0.75818 -0.76973 6.26218
47 H -0.82554 0.85197 6.48764
48 O 3.32479 -4.40243 1.63378
49 H 2.87656 -4.83825 0.83822
50 H 2.81162 -4.66240 2.46614
51 O 2.13907 -1.17609 6.08782
52 H 1.29211 -1.58558 6.46031
53 H 1.91659 -0.25151 5.74226
54 O -4.25581 0.97404 -0.72289
55 H -4.73349 1.85345 -0.87199
56 H -4.89300 0.22497 -0.96090
57 O -3.07367 -0.04267 4.04117
58 H -2.38386 -0.12071 4.77726
59 H -2.96312 0.86125 3.60019
60 O -3.58600 1.78997 1.69294
61 H -4.37586 2.31654 2.04309
62 H -3.75014 1.58839 0.71510
63 O 3.92143 -0.12011 -1.04950
64 H 3.70407 0.70136 -0.50023
65 H 4.13520 -0.87719 -0.41320
66 O 4.46666 -2.08988 0.45605
67 H 5.31677 -1.77374 0.90452
68 H 4.22022 -2.99011 0.84673
69 O 5.07212 6.58576 8.09735
70 H 4.47232 7.14964 8.68560
71 H 5.40883 5.80550 8.64653
72 O -0.15489 -5.04815 0.36758
73 H -0.44732 -4.13039 0.05779
74 H -0.87204 -5.71233 0.10622
75 O -5.50622 2.74526 -6.69395
76 H -4.82669 2.63317 -7.43519
77 H -5.83606 1.82667 -6.42721
78 O 1.33193 -3.19773 -3.77128
79 H 2.22143 -3.57936 -3.47650
80 H 0.73241 -3.13198 -2.95886
81 O -4.75216 -2.84923 -2.47504
82 H -4.33264 -3.41198 -1.74629
83 H -5.18163 -2.04191 -2.04195
84 O -1.24055 3.13919 0.67309
85 H -1.56245 3.75257 -0.06441
86 H -2.04589 2.66971 1.06651
87 O 1.13076 -1.96737 -6.26150
88 H 1.10677 -2.36905 -5.33315
89 H 0.30518 -2.27462 -6.75926
90 O 5.19369 -4.47708 -9.12251
91 H 5.97387 -5.11839 -9.06084
92 H 4.46880 -4.80140 -8.49552
93 O -3.49376 -4.34689 -0.81428
94 H -2.86587 -4.71401 -1.51766
95 H -3.05526 -3.53920 -0.39106
96 O 2.56389 5.42488 2.45992
97 H 3.46035 5.08153 2.14018
98 H 1.86385 5.15980 1.77916
99 O -1.80825 5.18468 -3.50632
100 H -2.60677 5.75488 -3.75330
101 H -1.42313 4.79610 -4.35746

Atomic forces in eV per Å
O 0.095 1.547 -0.466
O 0.789 1.286 -0.604
C -0.385 0.129 -1.732
C 0.339 0.912 1.576
O -0.352 -1.041 -1.148
S -0.686 -0.328 -0.431
C 0.343 0.122 0.780
C 1.430 0.344 1.283
C 0.104 0.540 -0.263
C -1.252 0.455 -0.218
C -1.496 -0.269 -0.783
C -0.778 0.273 -0.573
C -0.353 1.029 -1.166
C 0.721 0.644 -0.322
C 1.112 -1.139 -0.154
C 0.880 0.663 0.168
C -0.557 -0.057 -2.172
C -1.950 -1.100 0.899
C 0.615 -0.854 0.762
C 0.596 -1.001 -0.987
S -0.827 -1.267 1.633
H -0.245 0.345 -0.118
H -0.301 0.108 0.123
H 0.732 -0.521 -0.831
H -0.163 0.279 0.072
H 1.257 -0.698 0.122
H 0.229 -1.186 -0.299
H -0.310 -0.399 0.960
H 0.111 -0.076 0.165
H -0.416 -0.300 0.220
H 0.121 -0.422 0.790
H -0.140 -0.308 -0.060
H -0.412 0.650 0.427
H -0.891 0.303 0.471
H 0.425 0.068 -0.110
H 1.095 -0.810 0.104
H 0.195 1.912 1.751
H 1.049 0.169 -0.140
H 0.209 0.168 0.539
H -0.421 0.523 -0.250
H -0.454 -0.139 0.167
O -0.129 -1.395 -1.514
H -0.253 -0.935 1.997
H 0.326 2.157 -0.471
O 1.345 -0.270 2.150
H -0.591 2.087 -0.685
H -0.418 -1.802 -1.158
O -1.504 -1.249 -0.126
H 0.517 0.719 1.955
H 0.894 0.527 -2.040
O -1.936 0.636 0.284
H 1.886 1.136 -0.929
H 0.176 -1.844 0.572
O -1.937 0.484 -0.977
H 0.655 -2.070 -0.204
H 1.249 1.748 0.554
O 0.940 1.440 0.256
H -1.295 0.625 -1.554
H -0.141 -2.062 0.970
O -1.346 1.285 -0.225
H 1.672 -1.175 -0.930
H -0.219 -0.246 1.723
O -0.263 1.294 1.454
H 0.497 -1.997 -1.059
H -0.710 1.356 -1.021
O 1.809 -1.171 1.931
H -1.794 -1.006 -0.840
H 0.374 1.511 -0.286
O -0.514 -0.421 1.990
H 1.417 -1.458 -1.034
H -0.906 1.882 -0.936
O -1.589 0.000 -0.699
H 0.375 -2.141 0.297
H 1.395 1.840 0.528
O 0.687 -1.769 -0.780
H -1.605 -0.118 1.623
H 0.921 1.862 -0.865
O 0.673 -0.733 1.583
H -2.096 0.922 -0.438
H 1.359 -0.210 -1.002
O -0.769 1.745 0.969
H -0.632 0.575 -0.641
H 0.989 -2.013 -0.855
O -1.544 0.484 -0.948
H 0.451 -1.411 1.666
H 1.161 1.103 -0.704
O -1.784 -0.894 0.166
H -0.039 0.399 -1.530
H 1.831 0.517 1.324
O 0.118 -1.723 1.181
H -1.937 1.247 0.109
H 1.819 0.486 -1.293
O 1.381 -0.007 -0.131
H -0.805 1.163 1.315
H -0.158 -1.566 -0.928
O 0.318 -1.145 -1.694
H -2.143 0.650 0.416
H 1.771 0.437 1.260
O -0.720 0.291 -1.842
H 1.834 -1.362 0.179
H -1.121 1.027 1.705

highest occupied orbital energy	-9.10	eV
total energy	-86324.1040	eV

***

15 unconnected molecules or ions with the total composition C16H62N14O15 at a distorted geometry. Source: the OMol25 dataset; level of theory: wB97M-V/def2-TZVPD.

Cartesian coordinates (Å):
1 C -23.56500 16.94100 14.83300
2 C -23.50600 15.53200 14.37700
3 O -22.21600 15.05300 14.42200
4 H -23.44100 16.99300 15.89800
5 H -24.54400 17.31100 14.53400
6 H -22.85900 17.47600 14.31100
7 H -23.99400 15.22200 13.43400
8 H -24.06300 14.86300 15.02900
9 H -22.23800 14.14200 14.14800
10 C -20.68100 16.73800 11.67100
11 O -20.33100 17.22700 10.41600
12 N -21.87000 16.35800 11.94400
13 N -19.71700 16.57400 12.53700
14 H -22.63100 16.76400 11.29800
15 H -22.13700 16.15800 12.91200
16 H -18.77300 16.72400 12.27300
17 H -19.97200 16.45200 13.47000
18 C -21.95100 11.44100 17.80200
19 O -22.89100 12.07600 18.53900
20 N -21.94100 10.15700 17.87700
21 N -21.03700 11.92900 17.04600
22 H -22.69400 9.72200 18.54100
23 H -21.27700 9.45500 17.50900
24 H -21.21900 12.95400 17.06900
25 H -20.67200 11.57900 16.16600
26 C -19.36900 10.93500 19.86800
27 O -19.77600 9.83200 20.51200
28 N -18.93900 12.00200 20.50000
29 N -19.08400 10.96700 18.59200
30 H -19.12800 11.94600 21.49400
31 H -18.66600 12.95100 20.09600
32 H -18.99400 10.00200 18.27200
33 H -19.80000 11.50800 17.99700
34 C -19.63900 9.84100 13.79400
35 O -20.01100 9.94300 15.10300
36 N -19.41000 8.68500 13.19800
37 N -19.31800 10.86000 13.06700
38 H -19.46700 7.81700 13.77000
39 H -19.05000 8.57100 12.26100
40 H -19.22900 11.77900 13.51300
41 H -18.77000 10.85000 12.18400
42 C -19.46900 8.00700 17.79500
43 O -19.44500 7.35600 19.05500
44 N -18.49400 8.72000 17.34600
45 N -20.44900 8.06300 16.93300
46 H -17.73100 8.70600 18.08000
47 H -18.41700 9.38600 16.52300
48 H -20.39000 8.67100 16.12100
49 H -21.37000 7.53000 17.20800
50 C -19.34300 13.92400 10.73200
51 O -18.25500 14.77000 10.70600
52 N -19.74300 13.20400 9.73200
53 N -19.97900 13.60100 11.81900
54 H -19.35300 13.53100 8.82400
55 H -20.65700 12.77900 9.63000
56 H -20.00800 14.33200 12.54100
57 H -20.73400 12.87700 11.76100
58 C -15.61700 11.72600 18.96400
59 O -14.26200 11.61400 18.65700
60 N -16.61100 11.71000 18.11000
61 N -16.05900 11.66000 20.17900
62 H -16.43400 11.43400 17.13500
63 H -17.65800 11.49200 18.42500
64 H -15.34400 11.49900 20.92100
65 H -17.02600 11.73100 20.48200
66 C -18.34500 16.52000 15.44100
67 O -19.73100 16.24300 15.27500
68 H -18.14200 17.56800 15.60600
69 H -17.82500 16.12300 14.56000
70 H -17.98300 15.91700 16.27700
71 H -20.19700 16.90900 15.75600
72 C -22.61900 15.15900 17.82300
73 O -21.75700 14.48600 16.90400
74 H -22.71900 14.69000 18.76100
75 H -23.63700 15.23900 17.44000
76 H -22.21600 16.16000 18.07300
77 H -21.68100 14.99700 16.13900
78 C -15.32700 14.61800 16.69500
79 O -16.31900 14.31600 17.55800
80 H -15.48600 14.17900 15.70400
81 H -14.36400 14.31300 17.07900
82 H -15.31900 15.69000 16.72900
83 H -16.27600 13.34300 17.62200
84 C -16.16400 10.14900 14.84700
85 O -15.68300 11.36600 15.44400
86 H -16.79400 10.24400 13.97900
87 H -16.84100 9.57800 15.54100
88 H -15.34100 9.51400 14.47300
89 H -14.87300 11.52500 14.94700
90 C -19.37600 14.79600 18.92000
91 O -18.09300 14.56000 19.47000
92 H -19.21100 15.48500 18.02800
93 H -20.06100 15.22900 19.68000
94 H -19.80400 13.87100 18.55700
95 H -17.49400 14.66900 18.76000
96 C -16.32200 13.22600 12.75100
97 O -16.41400 14.59200 12.55500
98 H -17.32400 12.82900 13.11300
99 H -15.60500 13.03500 13.57600
100 H -15.96600 12.69300 11.84600
101 H -17.01900 14.70800 11.80700
102 C -18.43300 12.83400 15.52900
103 O -19.42700 13.37800 14.66300
104 H -18.64300 13.19500 16.51900
105 H -17.47500 13.21400 15.17200
106 H -18.34500 11.76000 15.50800
107 H -19.37200 14.32300 14.86200

Atomic forces in eV per Å
C -2.059 -1.026 -0.052
C -2.498 -2.136 0.442
O 2.141 0.258 -0.556
H 0.131 0.238 0.436
H -0.066 0.318 0.318
H 1.739 1.640 -0.934
H 0.320 1.125 -0.331
H -0.543 0.292 0.708
H 0.315 -0.695 0.024
C 5.077 3.772 -8.993
O -2.231 -2.240 5.631
N -6.129 0.157 -0.148
N 0.482 -0.266 0.545
H 1.907 -1.026 1.472
H 0.446 0.025 -0.929
H 0.483 0.176 -0.436
H 0.034 -0.240 1.830
C -6.990 0.303 4.716
O 4.199 -1.202 -3.182
N -2.807 -5.520 2.326
N 2.179 5.270 -2.162
H 2.113 1.370 -1.694
H -0.540 1.427 0.365
H 0.625 -0.359 -0.751
H -0.485 -0.675 0.210
C -1.773 -6.015 5.561
O 1.644 5.321 -2.762
N -0.014 3.004 2.418
N -0.825 -0.033 -4.071
H -0.050 0.414 -0.105
H -0.287 -1.653 0.408
H -0.588 0.908 0.090
H 1.184 -0.543 0.635
C -0.233 -0.683 5.072
O 1.272 -0.101 -5.440
N -0.379 -3.564 1.022
N 0.977 4.030 -1.532
H -0.088 1.179 -0.792
H -0.133 0.334 0.255
H -0.546 -0.252 -0.120
H -0.823 -0.579 1.063
C -1.236 -4.928 7.063
O -0.114 3.340 -7.529
N 6.758 1.789 0.517
N -5.666 -3.470 0.345
H -0.645 0.250 -1.644
H -0.766 -1.621 1.479
H -0.130 -0.172 -0.364
H 2.662 1.429 -0.980
C 5.926 4.164 0.695
O -5.316 -3.956 -0.484
N 0.560 -0.605 -5.752
N -2.060 -0.084 3.358
H -0.348 -0.631 1.008
H 0.216 0.394 0.459
H 0.070 -0.887 -0.276
H 1.074 1.433 0.325
C 7.286 -2.193 -1.674
O -6.447 0.971 1.167
N -2.587 -0.267 -3.187
N 1.648 -0.100 4.999
H 0.517 0.362 0.858
H 1.817 0.439 -0.536
H -0.979 0.443 -1.091
H 0.266 -0.082 -0.449
C 0.735 -1.129 0.055
O 0.115 -0.215 -0.225
H 0.085 0.243 -0.119
H 0.005 0.395 0.004
H 0.213 0.263 0.163
H -0.736 0.457 0.555
C 0.193 1.318 -0.667
O -0.590 -0.723 3.081
H 0.296 -1.314 0.791
H -0.007 0.115 -0.199
H -0.206 -0.145 -0.392
H 0.229 1.114 -2.060
C 1.588 1.255 -0.883
O -1.682 -1.269 1.092
H 0.073 0.367 -0.176
H 0.485 -0.385 0.005
H 0.378 0.797 -1.009
H -0.791 -0.013 0.626
C -0.243 -0.998 0.538
O -0.293 -1.251 -1.259
H -0.340 0.973 -0.621
H 1.250 0.514 -0.223
H -0.212 0.074 0.725
H 0.148 0.458 0.496
C 0.293 1.239 -0.842
O -1.666 -0.190 1.943
H -0.827 -0.631 1.074
H 0.508 -0.103 -0.543
H -0.336 -0.196 -0.171
H 1.721 0.007 -1.219
C -0.331 -0.840 0.813
O 0.534 0.500 0.435
H 1.005 -0.005 -0.606
H -0.348 0.108 -0.527
H -0.283 0.039 0.336
H -0.498 0.291 -0.360
C 0.904 1.089 -0.215
O -0.338 -0.476 -0.036
H 0.223 -0.145 0.689
H 0.163 -0.036 0.469
H -0.589 -0.376 -0.149
H -0.518 0.049 -0.251

highest occupied orbital energy	-8.50	eV
relative energy (zero: lowest compared OMol25 entry of this formula, charge and spin)	167.2	kJ/mol
total energy	-69166.5375	eV

***

- Which of these has the lowest highest occupied orbital energy?
  C16H60O23S2

***

- Which formula does entry 2 have?
  C16H62N14O15